[1]
Here is a structure of composition C6H9NO at a distorted geometry from the OMol25 dataset. Energies are from ωB97M-V/def2-TZVPD.

Structure (ORCA input):
```
! RIJCOSX wB97M-V def2-TZVPD def2/J DEFGRID3
* xyz 0 1
C -0.4366 2.0610 1.1883
C 1.1358 -1.2435 -0.2179
C -1.3920 0.4635 -0.2932
C 0.9782 0.1795 -0.2658
C 2.3319 -1.8620 -0.2866
C -2.5791 0.4293 -0.8261
O -0.0501 -1.9388 -0.1679
N -0.1827 0.8125 -0.1547
H 0.1449 -2.8802 -0.1164
H 1.8656 0.7905 -0.2076
H 0.4230 2.6869 0.9852
H -1.3811 2.5785 1.0547
H -0.3743 1.4937 2.1096
H 3.2466 -1.2953 -0.2639
H 2.4103 -2.9377 -0.3495
H -3.3889 -0.0998 -0.3439
H -2.7515 0.7619 -1.8446
*
```

Calculated values
**F_max**: 3.0 eV/Å
**Highest occupied orbital energy (alpha / beta)**: -0.2330 / -0.2330 Eh
**DFT total energy**: -363.81293 Ha
**Orbital gap (alpha / beta)**: 0.247 / 0.247 Ha
**Energy relative to the best compared isomer or geometry (same formula, charge and spin)**: 554.8 kJ/mol

[2]
Here is a cluster of 2 separate species, C6H9NO in total at a distorted geometry from the OMol25 dataset. Energies are from ωB97M-V/def2-TZVPD.

Structure (ORCA input):
```
! RIJCOSX wB97M-V def2-TZVPD def2/J DEFGRID3
* xyz 1 2
N 0.5738 -0.7721 2.1821
C 0.3030 -0.6399 0.8895
C -1.0319 -0.5402 0.4174
C -1.2876 -0.3020 -0.9028
C -0.2317 -0.3122 -1.8363
C 1.0629 -0.7213 -1.4390
C 1.2998 -0.9113 -0.0962
H 1.5283 -0.7169 2.5338
H -0.1396 -0.5632 2.8841
H -1.8683 -0.7058 1.0889
H -2.2529 -0.1068 -1.3336
H -0.4509 -0.1327 -2.8783
H 1.9074 -0.9286 -2.0786
H 2.2521 -1.3154 0.2265
H -0.8640 2.1893 0.4645
H 0.2323 2.9590 -0.0847
O -0.6902 3.0890 0.2192
*
```

Calculated values
**<S²>**: 0.780
**F_max**: 1.6 eV/Å
**Highest occupied orbital energy (alpha / beta)**: -0.5219 / -0.5397 Eh
**DFT total energy**: -363.72889 Ha
**Orbital gap (alpha / beta)**: 0.377 / 0.262 Ha
**Energy relative to the best compared isomer or geometry (same formula, charge and spin)**: 32.5 kJ/mol

[3]
Here is an isolated molecule of C6H9NO2 at a distorted geometry from the OMol25 dataset. Energies are from ωB97M-V/def2-TZVPD.

Structure (ORCA input):
```
! RIJCOSX wB97M-V def2-TZVPD def2/J DEFGRID3
* xyz 0 1
H 1.8150 -1.9001 0.0509
N 2.4407 -1.1081 0.1664
C 1.9278 0.0020 -0.2723
O 2.7720 0.9793 0.0066
C 0.4818 0.4027 -0.2078
O 0.2651 1.7591 -0.3878
C -0.4632 -0.5918 -0.8158
C -1.8831 -0.0316 -0.8256
C -1.8142 0.1419 0.7166
C -0.3961 -0.4208 0.7043
H 3.4476 0.2831 0.6253
H 0.5425 2.2245 0.4100
H -0.0962 -1.4090 -1.4403
H -2.6153 -0.7895 -1.1257
H -2.0370 0.8768 -1.4229
H -2.5127 -0.5172 1.2444
H -1.9187 1.1639 1.1059
H 0.0440 -1.0653 1.4678
*
```

Calculated values
**F_max**: 4.4 eV/Å
**Highest occupied orbital energy**: -0.3562 Eh
**Structure (SMILES)**: [H]/N=C(/O)[C@@]1(O)[C@@H]2CC[C@@H]21
**DFT total energy**: -439.15177 Ha
**Orbital gap**: 0.380 Ha
**Energy relative to the best compared isomer or geometry (same formula, charge and spin)**: 327.1 kJ/mol

[4]
Here is a structure of composition C6H9NO2 at a distorted geometry from the OMol25 dataset. Energies are from ωB97M-V/def2-TZVPD.

Structure (ORCA input):
```
! RIJCOSX wB97M-V def2-TZVPD def2/J DEFGRID3
* xyz 0 1
C -1.0192 -1.3014 0.3925
C 2.1726 0.7851 -0.1215
N -0.0454 1.3188 0.9361
C 0.4444 -0.9881 0.4439
C -1.6112 -0.1509 -0.4057
C 0.8018 0.3588 0.3269
C -0.8613 0.9615 -0.4075
O 1.3434 -1.9214 0.0225
O -2.9257 -0.2166 -0.8003
H 0.8988 -2.7713 -0.0861
H -3.3021 0.6801 -0.8116
H 0.3519 2.2472 0.8236
H -1.2279 -2.2743 -0.0673
H -1.4610 -1.2772 1.3927
H -1.1163 1.8652 -0.9377
H 2.1235 1.7892 -0.5445
H 2.8794 0.8081 0.7098
H 2.5544 0.0872 -0.8658
*
```

Calculated values
**F_max**: 4.4 eV/Å
**Highest occupied orbital energy**: -0.2421 Eh
**DFT total energy**: -439.11751 Ha
**Orbital gap**: 0.269 Ha
**Energy relative to the best compared isomer or geometry (same formula, charge and spin)**: 417.1 kJ/mol

[5]
Here is an isolated molecule of C6H9NO2 from the OMol25 dataset. Energies are from ωB97M-V/def2-TZVPD.

Structure (ORCA input):
```
! RIJCOSX wB97M-V def2-TZVPD def2/J DEFGRID3
* xyz 0 1
C 1.4570 0.7835 1.0881
C 2.0580 0.0790 -0.0926
O 3.2686 -0.0161 -0.1997
C 1.2055 -0.5569 -1.1222
C -0.1213 -0.6638 -1.1558
C -1.1619 -0.1810 -0.2061
C -1.8871 -1.2253 0.6132
N -1.5853 1.0125 -0.0863
O -0.8798 1.9190 -0.8716
H 2.2946 1.1940 1.6867
H 0.8678 0.1129 1.7291
H 0.7790 1.5825 0.7641
H 1.7896 -1.0019 -1.9331
H -0.5334 -1.2531 -1.9760
H -2.2601 -2.0357 -0.0424
H -1.2124 -1.7020 1.3345
H -2.7337 -0.7842 1.1451
H -1.3451 2.7369 -0.6749
*
```

Calculated values
**F_max**: 0.8 eV/Å
**Highest occupied orbital energy**: -0.3591 Eh
**Structure (SMILES)**: CC(=O)/C=C\C(C)=N/O
**DFT total energy**: -439.18240 Ha
**Orbital gap**: 0.368 Ha
**Energy relative to the best compared isomer or geometry (same formula, charge and spin)**: 246.7 kJ/mol

[6]
Here is a cluster of 2 separate species, C6H9NO2 in total at a distorted geometry from the OMol25 dataset. Energies are from ωB97M-V/def2-TZVPD.

Structure (ORCA input):
```
! RIJCOSX wB97M-V def2-TZVPD def2/J DEFGRID3
* xyz 0 1
C 1.3608 1.9112 0.5205
C 0.9912 0.5830 0.1561
C 0.8296 0.1078 -1.1223
C 0.3024 -1.2945 -1.0725
C 0.2537 -1.7470 0.2289
C 0.7049 -0.5771 1.1248
H 1.3340 2.0688 1.6686
H 0.5946 2.7304 0.3105
H 2.2490 2.2149 -0.1502
H 0.8632 0.6466 -2.0988
H 0.1962 -1.8360 -2.0272
H -0.0042 -2.8055 0.5738
H -0.0605 -0.1984 1.7481
H 1.5697 -0.8004 1.7787
O -4.2966 -0.6435 -0.3165
N -3.1587 -0.8338 -0.5894
O -2.3462 0.2472 -0.2135
H -1.3832 0.2263 -0.5197
*
```

Calculated values
**F_max**: 3.9 eV/Å
**Highest occupied orbital energy**: -0.3169 Eh
**Structure (SMILES)**: CC1=CC=CC1.O=NO
**DFT total energy**: -439.09894 Ha
**Orbital gap**: 0.339 Ha
**Energy relative to the best compared isomer or geometry (same formula, charge and spin)**: 465.8 kJ/mol

[7]
Here is a structure of composition C6H9NO2 from the OMol25 dataset. Energies are from ωB97M-V/def2-TZVPD.

Structure (ORCA input):
```
! RIJCOSX wB97M-V def2-TZVPD def2/J DEFGRID3
* xyz 0 1
C 0.3601 -0.6233 -0.6860
C -0.7559 -0.8977 -1.6780
C 0.2473 -1.6526 0.6362
C 0.4438 0.7222 -0.1098
C -1.5458 1.6077 0.8189
C 1.5824 1.0502 0.6459
O 0.9240 -1.2862 1.6502
N -0.6674 1.4842 -0.0733
O -0.4524 -2.6253 0.4654
H 1.3887 -0.0790 1.3730
H 1.3357 -0.9012 -1.0933
H -1.7334 -0.7203 -1.2318
H -0.6523 -0.2632 -2.5597
H -0.7216 -1.9414 -1.9797
H -2.3655 2.3016 0.6600
H -1.5136 1.0507 1.7587
H 1.5810 1.9903 1.1839
H 2.5448 0.7833 0.2193
*
```

Calculated values
**F_max**: 0.8 eV/Å
**Highest occupied orbital energy**: -0.3424 Eh
**DFT total energy**: -439.19041 Ha
**Orbital gap**: 0.345 Ha
**Energy relative to the best compared isomer or geometry (same formula, charge and spin)**: 225.7 kJ/mol

[8]
Here is an isolated molecule of C6H9NO2S2 at a distorted geometry from the OMol25 dataset. Energies are from ωB97M-V/def2-TZVPD.

Structure (ORCA input):
```
! RIJCOSX wB97M-V def2-TZVPD def2/J DEFGRID3
* xyz 0 1
C 2.0103 0.3433 2.9180
C 1.5495 0.7424 1.6454
C 0.9807 0.0513 3.7490
C 0.2200 0.5610 1.4315
C -1.8754 -0.0306 -1.6805
C -0.6310 0.7964 0.2628
N -0.8338 -0.2446 -0.6701
O 0.8877 1.3462 -1.9632
O -0.6968 3.2871 -1.1685
S -0.5251 0.1857 2.9811
S 0.3120 2.3074 -0.6932
H 2.9535 0.5740 3.3562
H 2.2124 1.0820 0.8758
H 1.2126 0.0610 4.7466
H -1.7005 0.9165 -2.2648
H -1.8686 -0.8101 -2.5120
H -2.9173 0.0066 -1.0926
H -1.5628 1.3588 0.5926
H 1.6797 1.6969 -2.5257
H 0.0844 -0.4377 -1.1146
*
```

Calculated values
**F_max**: 2.9 eV/Å
**Highest occupied orbital energy**: -0.3015 Eh
**DFT total energy**: -1235.55046 Ha
**Orbital gap**: 0.314 Ha
**Energy relative to the best compared isomer or geometry (same formula, charge and spin)**: 152.9 kJ/mol

[9]
Here is an isolated molecule of C6H9NO3 at a distorted geometry from the OMol25 dataset. Energies are from ωB97M-V/def2-TZVPD.

Structure (ORCA input):
```
! RIJCOSX wB97M-V def2-TZVPD def2/J DEFGRID3
* xyz 0 1
O -2.8268 0.5741 -0.2936
C -1.9330 -0.2666 0.0463
O -1.9612 -0.7291 1.2588
C -0.9084 -0.6648 -0.9484
N 0.3659 -0.4029 -0.3946
C 1.5032 -1.3331 -0.1860
C 2.6834 -0.3902 0.0030
C 2.0461 0.9359 0.5842
C 0.7147 0.9106 -0.0344
O -0.0489 1.8436 -0.2026
H -1.1211 -1.3629 1.4778
H -1.1210 -0.1577 -1.7600
H -0.8495 -1.7018 -1.1145
H 1.5497 -2.0026 -1.1409
H 1.5197 -2.1588 0.6723
H 3.3660 -0.3087 -0.8890
H 3.5131 -0.8467 0.8542
H 2.7965 1.8466 0.2272
H 1.8458 0.8533 1.5464
*
```

Calculated values
**F_max**: 7.7 eV/Å
**Highest occupied orbital energy**: -0.3526 Eh
**Structure (SMILES)**: O=C(O)CN1CCCC1=O
**DFT total energy**: -514.43710 Ha
**Orbital gap**: 0.359 Ha
**Energy relative to the best compared isomer or geometry (same formula, charge and spin)**: 198.9 kJ/mol

[10]
Here is an isolated molecule of C6H9NO3 at a distorted geometry from the OMol25 dataset. Energies are from ωB97M-V/def2-TZVPD.

Structure (ORCA input):
```
! RIJCOSX wB97M-V def2-TZVPD def2/J DEFGRID3
* xyz 0 3
C 0.0366 1.2250 1.0344
C -0.3754 0.0190 0.6905
C -1.1276 -0.8857 1.5667
C 0.9778 1.8995 0.0385
C 1.1224 0.8734 -1.1221
C 0.0203 -0.1207 -0.8757
N -1.1412 -2.2179 1.2610
O -1.8891 -0.5712 2.4731
O -1.1146 0.3333 -1.7009
O 0.3478 -1.4769 -1.1612
H 0.0794 1.7575 1.9627
H 0.5009 2.7377 -0.3508
H 2.0529 2.0753 0.3370
H 1.0280 1.2463 -2.2079
H 2.0900 0.4508 -0.8630
H -0.3075 -2.5445 0.7661
H -1.5375 -2.9119 1.7898
H -1.7457 -0.4091 -1.7274
H 0.9824 -1.4797 -1.9109
*
```

Calculated values
**<S²>**: 2.011
**F_max**: 10.7 eV/Å
**Highest occupied orbital energy (alpha / beta)**: -0.2175 / -0.3438 Eh
**DFT total energy**: -514.32687 Ha
**Orbital gap (alpha / beta)**: 0.238 / 0.240 Ha
**Energy relative to the best compared isomer or geometry (same formula, charge and spin)**: 0.0 kJ/mol

[11]
Here is a structure of composition C6H9NOS at a distorted geometry from the OMol25 dataset. Energies are from ωB97M-V/def2-TZVPD.

Structure (ORCA input):
```
! RIJCOSX wB97M-V def2-TZVPD def2/J DEFGRID3
* xyz 0 1
C -0.2237 -1.5970 -0.2984
C -1.5646 0.8854 -1.1998
C -2.3005 0.5123 0.0400
C -0.8772 0.9578 0.0920
C 2.8295 -1.0295 0.2909
C 0.2066 0.0765 0.5174
N -0.4541 -2.6543 -0.6396
O 1.8837 0.6306 -1.4312
S 1.9091 0.5258 -0.0028
H -1.4017 0.1168 -1.7969
H -1.9034 1.7401 -1.6678
H -3.1720 0.9851 0.3961
H -2.3850 -0.5166 0.2204
H -0.9187 1.8632 0.6179
H 2.6646 -1.2957 1.2439
H 3.9072 -0.7964 -0.0439
H 2.4379 -1.7740 -0.5632
H 0.2994 -0.3085 1.5986
*
```

Calculated values
**F_max**: 6.1 eV/Å
**Highest occupied orbital energy**: -0.3487 Eh
**DFT total energy**: -762.03241 Ha
**Orbital gap**: 0.367 Ha
**Energy relative to the best compared isomer or geometry (same formula, charge and spin)**: 357.1 kJ/mol

[12]
Here is a structure of composition C6H9NS at a distorted geometry from the OMol25 dataset. Energies are from ωB97M-V/def2-TZVPD.

Structure (ORCA input):
```
! RIJCOSX wB97M-V def2-TZVPD def2/J DEFGRID3
* xyz 0 1
C 0.9958 1.6835 0.3446
C 0.5136 0.2169 0.1251
C -0.1572 -1.4056 -0.6946
C -0.1318 -1.7700 0.7616
C 0.2255 -0.6582 1.4113
C -0.8112 0.0293 -0.6480
H 1.9986 1.7353 0.7987
H 0.2044 2.2798 0.9418
H 1.1507 2.2144 -0.5949
H 1.2470 -0.2367 -1.7695
H -0.4899 -2.1028 -1.4556
H -0.4892 -2.6739 1.0911
H 0.5544 -0.6865 2.5018
H -0.7462 0.5704 -1.4919
H -2.8025 1.3263 -0.6670
N 1.1671 -0.6890 -0.8073
S -2.4291 0.1669 0.1527
*
```

Calculated values
**F_max**: 4.5 eV/Å
**Highest occupied orbital energy**: -0.3264 Eh
**DFT total energy**: -686.83971 Ha
**Orbital gap**: 0.353 Ha
**Energy relative to the best compared isomer or geometry (same formula, charge and spin)**: 323.2 kJ/mol

Question: Look up the F_max of the twelfth one.
Answer: 4.5 eV/Å